{"formula": "C26H26IN9O6S2Ti", "method": "ωB97M-V with the def2-TZVPD basis set", "multiplicity": 2, "e_above_lowest_ev": 0.4060, "fmax_ev_per_a": 1.2, "charge": 1, "lumo_ev": [-3.38, -3.44], "e_homo_ev": [-10.73, -11.16], "orbital_gap_ha": [0.2701, 0.2839], "elements": ["Ti", "C", "C", "N", "C", "C", "C", "O", "C", "C", "N", "C", "C", "C", "C", "C", "C", "I", "C", "O", "H", "H", "H", "H", "H", "H", "H", "H", "H", "H", "H", "H", "O", "C", "O", "C", "C", "N", "N", "C", "C", "O", "O", "H", "H", "H", "N", "N", "C", "N", "S", "H", "H", "H", "H", "H", "N", "C", "S", "C", "C", "C", "N", "C", "C", "H", "H", "H", "H", "H", "H"], "coordinates": [[0.0948, -0.5293, -0.1504], [-0.9807, -3.2744, 3.2462], [0.2991, -3.5664, 2.5272], [0.8556, -4.7484, 2.6687], [2.0123, -5.0189, 2.0400], [2.6868, -4.1147, 1.2554], [3.9969, -4.4870, 0.6097], [5.0781, -3.6709, 1.0480], [2.0989, -2.8421, 1.0781], [2.8152, -1.7895, 0.3707], [2.2540, -0.7105, -0.0423], [3.0580, 0.2666, -0.7020], [3.8398, -0.0867, -1.7954], [4.5774, 0.8777, -2.4639], [4.5304, 2.1979, -2.0434], [3.7614, 2.5548, -0.9444], [3.0255, 1.5902, -0.2732], [1.9743, 2.1223, 1.4447], [0.8761, -2.5683, 1.6966], [0.2504, -1.4082, 1.5549], [-1.2069, -4.0942, 3.9225], [-1.8003, -3.1618, 2.5322], [-0.9071, -2.3422, 3.8089], [2.4101, -6.0165, 2.1896], [3.9492, -4.3510, -0.4727], [4.2004, -5.5451, 0.7901], [5.2749, -3.8828, 1.9675], [3.8892, -1.9143, 0.2408], [3.8540, -1.1190, -2.1251], [5.1857, 0.5962, -3.3128], [5.1004, 2.9557, -2.5633], [3.7415, 3.5801, -0.6022], [-3.2245, 4.4701, -2.1013], [-3.3804, 3.9046, -3.2916], [-4.0145, 4.4233, -4.1714], [-2.7614, 2.5614, -3.5138], [-3.0178, 1.8558, -4.6652], [-2.3247, 0.7074, -4.5768], [-1.6202, 0.5989, -3.4510], [-1.8715, 1.7233, -2.7928], [-1.3019, 1.9261, -1.4413], [-1.7015, 2.8411, -0.7259], [-0.4075, 1.0843, -1.0344], [-2.6977, 3.8922, -1.5033], [-3.6390, 2.1122, -5.5062], [-2.3214, -0.0553, -5.2320], [-1.6304, 0.6019, 1.3938], [-2.8048, -0.1074, 1.6285], [-3.1442, -1.1771, 0.8941], [-4.3064, -1.7587, 1.2072], [-2.2130, -1.7986, -0.3700], [-1.0771, 0.6422, 2.2432], [-1.8303, 1.5430, 1.0570], [-3.4397, 0.2381, 2.3331], [-4.9121, -1.4126, 1.9327], [-4.6000, -2.5614, 0.6791], [1.8307, -3.2099, -6.5775], [2.0502, -3.7461, -5.3674], [2.9435, -5.0830, -5.0896], [1.4536, -2.9773, -4.2232], [0.9376, -3.6604, -3.1252], [0.4606, -2.9336, -2.0581], [0.4944, -1.5925, -2.0216], [0.9745, -0.9333, -3.0786], [1.4489, -1.5878, -4.2011], [2.2062, -3.6805, -7.3852], [1.1641, -2.4708, -6.7206], [0.9276, -4.7405, -3.1082], [0.0507, -3.4339, -1.1880], [0.9857, 0.1455, -3.0128], [1.8612, -1.0053, -5.0143]], "forces_ev_per_a": [[-1.2, -0.1, 0.4], [0.0, 0.0, 0.0], [0.0, 0.0, -0.1], [0.0, 0.0, 0.0], [0.0, 0.0, 0.0], [-0.1, 0.0, 0.0], [0.0, 0.0, 0.0], [0.0, 0.0, 0.0], [0.2, 0.0, 0.0], [-0.1, 0.0, 0.1], [0.2, 0.1, 0.0], [-0.1, -0.1, 0.1], [0.0, 0.0, -0.1], [0.0, 0.0, 0.0], [0.0, 0.0, 0.0], [0.0, 0.0, 0.0], [0.0, 0.0, -0.1], [0.0, 0.1, 0.1], [0.0, 0.0, 0.1], [0.0, -0.3, -0.2], [0.0, 0.0, 0.0], [0.0, 0.0, 0.0], [0.0, 0.0, 0.0], [0.0, 0.0, 0.0], [0.0, 0.0, 0.0], [0.0, 0.0, 0.0], [0.0, 0.0, 0.0], [0.0, 0.0, 0.0], [0.0, 0.0, 0.0], [0.0, 0.0, 0.0], [0.0, 0.0, 0.0], [0.0, 0.0, 0.0], [-0.1, 0.0, -0.2], [-0.1, 0.1, 0.1], [0.0, 0.0, 0.0], [0.0, 0.0, -0.1], [0.0, 0.0, 0.0], [0.0, 0.0, 0.0], [0.0, 0.0, 0.0], [0.0, 0.0, 0.0], [-0.1, 0.1, 0.3], [0.0, -0.2, 0.1], [0.3, -0.2, -0.7], [0.1, 0.0, 0.0], [0.0, 0.0, 0.0], [0.0, 0.0, 0.0], [0.4, 0.1, 0.0], [0.0, -0.1, 0.0], [0.0, 0.0, 0.1], [0.0, 0.0, 0.0], [0.2, 0.3, -0.1], [0.0, 0.0, 0.0], [0.0, 0.0, 0.0], [0.0, 0.0, 0.0], [0.0, 0.0, 0.0], [0.0, 0.0, 0.0], [0.0, -0.1, -0.1], [-0.2, 0.3, 0.2], [0.1, -0.1, 0.0], [0.1, -0.1, -0.1], [0.0, 0.1, 0.0], [0.0, -0.1, 0.0], [0.1, 0.0, 0.1], [0.0, -0.1, 0.0], [0.0, 0.0, 0.0], [0.0, 0.0, 0.0], [0.0, 0.0, 0.0], [0.0, 0.0, 0.0], [0.0, 0.0, 0.0], [0.0, 0.0, 0.0], [0.0, 0.0, 0.0]], "lowdin_spin": [0.921, 0.000, 0.003, 0.002, 0.001, 0.000, 0.000, 0.000, 0.003, 0.010, -0.001, 0.000, 0.000, 0.000, 0.000, 0.000, 0.000, 0.014, 0.005, 0.002, 0.000, 0.000, 0.000, 0.000, 0.000, 0.000, 0.000, 0.000, 0.000, 0.000, 0.000, 0.000, 0.000, 0.000, 0.000, 0.000, 0.000, 0.000, 0.000, 0.000, 0.000, -0.001, 0.004, 0.000, 0.000, 0.000, 0.012, 0.000, 0.004, 0.001, 0.003, 0.001, 0.000, 0.000, 0.000, 0.000, 0.000, 0.000, 0.001, 0.003, -0.001, 0.003, 0.003, 0.005, 0.000, 0.000, 0.000, 0.000, 0.000, 0.000, 0.000]}